{
  "formula": "CH3Cl2O2P",
  "method": "wB97M-V/def2-TZVPD",
  "smiles": "O=[P@](O)(Cl)CCl",
  "e_above_lowest_kj_mol": 19.2,
  "gap_ev": 11.8,
  "homo_ev": -11.271,
  "charge": 0,
  "energy_ev": -39516.218,
  "species": ["O", "P", "O", "Cl", "C", "Cl", "H", "H", "H"],
  "xyz": [[-1.430884, 0.808512, -1.114984], [-0.308281, -0.002316, -0.612862], [1.061747, 0.083753, -1.528693], [-0.679218, -1.983293, -0.660879], [0.266682, 0.151616, 1.128924], [-1.265726, -0.044976, 2.069088], [0.642136, 0.493441, -2.277174], [0.707166, 1.130233, 1.665996], [1.006378, -0.636972, 1.330585]],
  "forces_ev_per_angstrom": [[0.9, -0.3, 0.4], [0.9, 0.2, -0.2], [-1.5, -0.1, 1.8], [-0.1, -0.1, 0.0], [0.5, 2.0, 1.7], [0.4, -0.4, 0.0], [0.3, 0.6, -1.5], [-0.8, -1.9, -2.3], [-0.6, 0.0, 0.0]],
  "nbo_charge": [-1.04, 2.03, -0.95, -0.27, -0.79, -0.03, 0.50, 0.29, 0.26]
}



{
  "formula": "CH3Cl2OP",
  "method": "wB97M-V/def2-TZVPD",
  "smiles": "O=CCl.PCl",
  "e_above_lowest_kj_mol": 272.3,
  "gap_ev": 9.8,
  "homo_ev": -9.558,
  "charge": 0,
  "energy_ev": -37466.226,
  "species": ["O", "C", "Cl", "H", "P", "Cl", "H", "H"],
  "xyz": [[0.372110, 1.391969, -0.238836], [-0.393685, 2.139461, 0.260546], [-2.127331, 2.052638, 0.039215], [-0.090387, 3.090959, 0.633195], [0.051063, -1.719326, -0.327120], [0.183506, -3.714681, 0.001071], [1.071501, -1.812497, -1.212738], [0.933223, -1.428523, 0.844667]],
  "forces_ev_per_angstrom": [[0.0, -0.7, 0.4], [0.1, 0.2, -1.7], [-0.1, -0.2, 0.3], [0.1, 0.8, 1.0], [-0.1, 0.7, 2.0], [-0.4, -1.4, 0.2], [1.1, 0.5, -0.9], [-0.8, 0.1, -1.3]],
  "nbo_charge": [-0.48, 0.39, -0.05, 0.15, 0.38, -0.32, -0.04, -0.02]
}



{
  "formula": "CH3Cl2OP",
  "method": "wB97M-V/def2-TZVPD",
  "smiles": "O=CCl.PCl",
  "e_above_lowest_kj_mol": 319.6,
  "gap_ev": 10.2,
  "homo_ev": -9.546,
  "charge": 0,
  "energy_ev": -37465.737,
  "species": ["O", "C", "Cl", "H", "P", "Cl", "H", "H"],
  "xyz": [[0.694990, 0.886075, 0.185502], [1.335867, 0.111101, -0.398640], [2.568236, -0.945629, 0.219311], [1.131579, 0.017874, -1.407167], [-2.021835, 0.031244, 0.564887], [-1.070861, -1.448129, -0.332068], [-1.812156, 1.166365, -0.150841], [-0.825817, 0.181099, 1.319019]],
  "forces_ev_per_angstrom": [[0.0, 2.0, 2.1], [0.4, -0.5, -0.1], [0.2, -0.1, 0.3], [0.4, -0.9, -2.5], [-1.1, -0.1, 2.8], [0.4, -1.8, -1.9], [0.5, 0.8, -1.2], [-0.9, 0.6, 0.5]],
  "nbo_charge": [-0.51, 0.38, -0.04, 0.14, 0.35, -0.29, -0.04, 0.00]
}



{
  "formula": "CH3Cl2OP",
  "method": "wB97M-V/def2-TZVPD",
  "smiles": "OCP(Cl)Cl",
  "e_above_lowest_kj_mol": 195.2,
  "gap_ev": 9.9,
  "homo_ev": -9.228,
  "charge": 0,
  "energy_ev": -37467.025,
  "species": ["O", "C", "P", "Cl", "Cl", "H", "H", "H"],
  "xyz": [[0.769998, -0.000899, 1.325229], [0.499874, 0.296601, -0.047775], [-0.722558, -1.128808, -0.404472], [-2.248004, -0.755311, 0.841728], [-1.312170, -0.430148, -2.118399], [1.561908, 0.441026, 1.464711], [0.077639, 1.329445, -0.427774], [1.373312, 0.248094, -0.633247]],
  "forces_ev_per_angstrom": [[-1.8, 0.2, -1.2], [-2.9, 0.3, 0.0], [2.5, -0.7, 1.0], [-0.6, 0.5, 0.5], [-1.1, 0.8, -2.4], [2.4, 1.1, 1.2], [0.2, -1.5, 1.7], [1.2, -0.9, -0.9]],
  "nbo_charge": [-0.71, -0.37, 0.78, -0.27, -0.27, 0.47, 0.18, 0.19]
}



{
  "formula": "CH3Cl2OPS",
  "method": "wB97M-V/def2-TZVPD",
  "smiles": "O=[PH](Cl)Cl.C=S",
  "e_above_lowest_kj_mol": 204.8,
  "gap_ev": 8.5,
  "homo_ev": -9.124,
  "charge": 0,
  "energy_ev": -48302.530,
  "species": ["O", "P", "Cl", "Cl", "H", "C", "S", "H", "H"],
  "xyz": [[-0.070466, 2.545618, 1.453738], [-1.285998, 1.840285, 1.028098], [-1.509957, 1.614032, -0.939393], [-2.842990, 2.951842, 1.537254], [-1.742454, 0.668325, 1.568029], [1.988904, -2.412929, -1.131360], [0.493608, -1.813779, -1.203633], [2.487287, -2.446404, -2.044612], [2.482067, -2.946990, -0.268121]],
  "forces_ev_per_angstrom": [[-0.1, -1.1, -0.3], [0.6, 1.8, 0.2], [0.1, -0.3, -0.2], [-0.9, 0.4, 0.1], [0.4, -0.8, 0.1], [-1.1, -0.7, 1.5], [0.5, -0.1, 0.6], [1.3, 0.0, -1.3], [-0.7, 0.9, -0.7]],
  "nbo_charge": [-1.02, 1.58, -0.24, -0.27, -0.06, -0.45, 0.07, 0.18, 0.20]
}



{
  "formula": "CH3Cl2OPS",
  "method": "wB97M-V/def2-TZVPD",
  "smiles": "O[P@@](=S)(Cl)CCl",
  "e_above_lowest_kj_mol": 94.6,
  "gap_ev": 9.8,
  "homo_ev": -9.453,
  "charge": 0,
  "energy_ev": -48303.672,
  "species": ["O", "P", "S", "Cl", "C", "Cl", "H", "H", "H"],
  "xyz": [[-0.709809, -0.223425, 1.571867], [-1.075147, -0.525758, 0.076405], [-1.861832, -2.272643, -0.246849], [-2.314182, 1.040938, -0.306499], [0.480515, -0.138732, -0.890299], [1.695687, -1.115726, -0.133521], [-0.577925, 0.691647, 1.759541], [0.869816, 0.871192, -0.985127], [0.574797, -0.326091, -1.945279]],
  "forces_ev_per_angstrom": [[0.2, -1.1, 0.5], [-0.6, -1.1, -1.7], [0.7, 1.3, 0.2], [0.0, 0.2, -0.3], [0.0, 0.6, -0.3], [1.1, -0.7, 0.6], [0.2, 1.2, 0.4], [-0.5, 0.6, 1.2], [-1.2, -1.0, -0.5]],
  "nbo_charge": [-0.97, 1.48, -0.48, -0.28, -0.79, 0.00, 0.51, 0.25, 0.27]
}



{
  "formula": "CH3Cl2PS2",
  "method": "wB97M-V/def2-TZVPD",
  "e_above_lowest_kj_mol": 414.7,
  "gap_ev": [4.5, 4.5],
  "homo_ev": [-7.158, -7.164],
  "charge": 0,
  "energy_ev": -57087.380,
  "species": ["C", "P", "S", "S", "Cl", "Cl", "H", "H", "H"],
  "xyz": [[0.129284, 0.418527, -0.185374], [-2.562732, 1.434948, 0.633013], [-3.911054, -2.938758, -0.196664], [-1.176216, 1.607853, -0.762726], [-4.149743, -0.991436, 0.246809], [-3.898949, 2.716427, -0.133228], [0.848663, 1.058706, 0.198463], [0.799898, 0.001906, -0.940585], [-0.430837, -0.421210, 0.284760]],
  "forces_ev_per_angstrom": [[-1.6, -1.0, -1.2], [-0.8, -1.2, 1.1], [0.4, -0.2, -0.1], [1.3, -0.3, -1.8], [-0.1, 1.2, 0.2], [-0.1, 0.0, -0.1], [0.9, 0.8, 2.5], [-1.1, -0.2, -1.0], [1.1, 0.8, 0.5]],
  "nbo_charge": [-0.74, 0.68, -0.35, 0.02, -0.16, -0.21, 0.24, 0.26, 0.27]
}



{
  "formula": "CH3Cl3O3SSi",
  "method": "wB97M-V/def2-TZVPD",
  "e_above_lowest_kj_mol": 0.0,
  "gap_ev": 11.9,
  "homo_ev": -11.562,
  "charge": 0,
  "energy_ev": -63511.894,
  "species": ["C", "O", "O", "O", "Si", "S", "Cl", "Cl", "Cl", "H", "H", "H"],
  "xyz": [[2.162993, 0.213292, -0.033840], [-0.468563, 0.398909, -0.558628], [-2.422630, -0.421915, -1.766761], [-2.372806, -0.465941, 0.714598], [0.468008, -0.403208, 0.519392], [-1.994148, 0.122938, -0.542645], [-0.073926, 0.019912, 2.299236], [0.079105, -2.448055, 0.267160], [-2.675405, 1.972107, -0.573317], [2.283463, 1.010710, 0.640484], [2.840379, -0.590371, 0.128928], [2.173532, 0.591625, -1.094604]],
  "forces_ev_per_angstrom": [[-1.9, -0.7, -1.2], [-1.0, 0.5, -0.9], [0.2, -0.6, -0.6], [0.3, 0.5, -1.2], [2.4, -2.1, -2.3], [-1.8, -0.4, 0.9], [-0.2, 0.9, 3.0], [0.5, 0.8, -0.1], [-0.2, 1.0, 0.2], [0.8, 1.2, 0.8], [1.0, -0.3, 0.1], [-0.1, -0.6, 1.1]],
  "nbo_charge": [-1.11, -1.03, -0.88, -0.89, 1.68, 2.32, -0.30, -0.37, -0.18, 0.24, 0.25, 0.27]
}



{
  "formula": "CH3Cl3OP",
  "method": "wB97M-V/def2-TZVPD",
  "e_above_lowest_kj_mol": 35.2,
  "gap_ev": 11.0,
  "homo_ev": -16.285,
  "charge": 1,
  "energy_ev": -49982.871,
  "species": ["C", "O", "P", "Cl", "Cl", "Cl", "H", "H", "H"],
  "xyz": [[-1.371151, -0.357776, -0.184262], [-0.310776, 0.512146, -0.623013], [1.275781, 0.412158, 0.041218], [1.718385, 2.114925, 0.740332], [1.415952, -0.951019, 1.535067], [2.497488, -0.002687, -1.419990], [-1.549601, -0.164772, 0.960042], [-1.288475, -1.486703, -0.470224], [-2.387606, -0.076273, -0.579172]],
  "forces_ev_per_angstrom": [[-2.2, -1.5, 2.3], [3.8, -0.4, 1.2], [-3.9, -1.7, -1.1], [0.2, 1.1, 0.4], [-0.2, 1.0, -1.4], [-0.3, -0.1, 0.2], [0.6, -0.9, -2.0], [0.5, 2.1, 0.7], [1.5, 0.4, -0.3]],
  "nbo_charge": [-0.31, -0.73, 1.49, -0.03, -0.07, -0.04, 0.21, 0.23, 0.25]
}



{
  "formula": "CH3Cl3Si",
  "method": "wB97M-V/def2-TZVPD",
  "e_above_lowest_kj_mol": 704.8,
  "gap_ev": 8.0,
  "homo_ev": -9.241,
  "charge": 0,
  "energy_ev": -46528.188,
  "species": ["C", "Si", "Cl", "Cl", "Cl", "H", "H", "H"],
  "xyz": [[-1.800885, 0.187270, 0.282142], [-0.388380, -0.855680, -0.625646], [-3.368470, -0.432952, -0.331191], [-1.616540, 1.854817, -0.249027], [4.726959, -0.210593, -0.627251], [-1.902709, 0.381740, 1.339603], [4.597587, 0.919422, -0.113116], [-0.247564, -1.844022, 0.324484]],
  "forces_ev_per_angstrom": [[0.1, 0.2, -0.1], [-0.8, 2.2, -2.0], [0.3, -0.4, 0.0], [0.2, 1.0, -0.6], [0.1, -1.0, -0.4], [0.0, -1.0, 0.4], [-0.1, 1.0, 0.4], [0.1, -2.0, 2.2]],
  "nbo_charge": [-0.71, 0.87, -0.03, -0.04, -0.26, 0.23, 0.26, -0.33]
}